{
  "formula": "C8H25NO5PS2",
  "method": "wB97M-V/def2-TZVPD",
  "symbols": ["N", "C", "P", "S", "S", "C", "O", "O", "H", "H", "H", "H", "H", "H", "H", "H", "H", "H", "H", "C", "O", "C", "C", "O", "C", "C", "O", "C", "H", "H", "H", "H", "H", "H", "H", "H", "H", "H", "H", "H", "H", "H"],
  "xyz": [[3.7383, 2.1183, -2.6631], [3.3747, 1.2601, -3.8172], [1.8495, 0.1437, -3.6699], [2.3551, -0.6047, -1.7277], [0.1461, -1.1634, -3.6448], [0.7212, 1.5530, -2.9638], [-0.6515, 1.0010, -2.9732], [-1.5354, 1.9409, -3.1910], [3.0908, 2.8944, -2.4408], [4.1409, 1.6396, -1.8383], [3.1890, 1.9744, -4.7558], [4.3090, 0.5859, -4.0899], [1.4435, 0.5300, -5.0273], [2.6001, -0.9452, -4.2976], [3.7570, -0.8200, -1.7175], [-0.0426, -1.4799, -2.2900], [0.9791, 1.8319, -1.8571], [0.8336, 2.5544, -3.5912], [-1.2853, 2.3917, -4.0735], [-1.6358, -3.2670, 4.5942], [-1.7387, -1.9690, 4.0303], [-0.7726, -1.0696, 4.5725], [-0.5954, 0.1430, 3.6541], [0.2626, -0.1247, 2.5368], [-0.3087, -0.9274, 1.4950], [-1.3217, -0.1600, 0.6423], [-2.5878, -0.1044, 1.3033], [-3.3996, 0.9516, 0.8184], [-1.7993, -3.2326, 5.6735], [-2.4015, -3.9004, 4.1388], [-0.6554, -3.7002, 4.3706], [0.1927, -1.5755, 4.6970], [-1.1383, -0.7384, 5.5503], [-0.0894, 0.9292, 4.2252], [-1.5529, 0.5538, 3.3282], [-0.7248, -1.8550, 1.8935], [0.5322, -1.2069, 0.8511], [-1.4695, -0.6797, -0.3104], [-0.9468, 0.8527, 0.4507], [-2.9191, 1.9162, 1.0101], [-4.3507, 0.9291, 1.3566], [-3.5928, 0.8291, -0.2523]],
  "forces_ev_per_angstrom": [[0.537, 0.453, -0.173], [1.239, 1.064, -0.882], [1.102, 0.675, -2.599], [2.111, -1.038, 2.501], [-1.010, -3.272, 0.443], [0.130, 1.279, 1.743], [4.243, -0.948, 0.507], [-3.292, 5.109, -2.109], [0.596, -1.238, -0.083], [-1.023, 0.473, -0.930], [0.430, -1.396, 1.846], [-1.817, 1.257, 0.549], [-0.419, 0.104, 0.080], [-0.065, 0.094, 0.324], [-1.544, 0.445, -0.302], [0.244, 0.414, -1.435], [-0.423, -0.359, -1.879], [-0.608, -2.025, 0.857], [-0.502, -1.124, 1.637], [-0.122, 0.403, -0.387], [0.230, -0.280, 0.127], [-0.490, 0.160, -0.478], [0.515, -0.299, -0.161], [-0.506, -0.080, 0.416], [0.090, 0.365, -0.368], [-0.085, -0.502, 0.306], [-0.109, 0.328, 0.187], [0.149, -0.397, 0.109], [0.070, -0.089, 0.168], [0.050, 0.188, 0.032], [0.052, -0.048, 0.144], [0.006, 0.054, -0.022], [0.133, 0.091, 0.187], [0.063, -0.143, -0.032], [-0.108, -0.266, 0.019], [-0.231, 0.155, 0.010], [-0.064, 0.215, 0.042], [0.224, 0.119, -0.135], [0.051, -0.089, -0.041], [0.006, 0.098, -0.168], [0.119, -0.116, -0.020], [0.028, 0.168, -0.030]],
  "molar_mass_g_mol": 310.40,
  "total_charge": -1,
  "homo_energy_ev": -3.5,
  "homo_lumo_gap_ev": 6.28,
  "max_force_ev_per_a": 6.43
}